This record from the Open Molecules 2025 dataset describes a structure of composition C20H38CoN2O8Zn at a distorted geometry. The level of theory is ωB97M-V/def2-TZVPD.

Geometry as XYZ:
```
70
Properties=species:S:1:pos:R:3:nbo_charge:R:1
Co 3.35967 -31.28084 10.56828 1.57
Zn 3.00257 -34.19642 10.23935 1.73
C 4.99358 -32.89590 9.26602 0.98
O 5.04570 -34.10896 9.78250 -0.87
O 5.30131 -31.86270 9.98473 -0.81
O 3.71555 -32.73556 9.04381 -1.00
C 1.62993 -32.57546 12.15080 0.91
O 2.87866 -32.97051 11.81584 -1.05
O 0.71290 -33.28110 12.57559 -0.62
O 1.36353 -31.97662 10.98795 -0.92
C 1.95733 -30.22440 8.15385 -0.64
C 1.79268 -29.04047 9.09887 0.11
C 0.28387 -29.06209 9.47514 -0.40
C -0.08110 -28.24368 10.70439 -0.42
C 0.82456 -28.68400 11.83176 -0.41
C 2.34251 -28.52314 11.55683 0.10
N 2.62500 -29.26381 10.32423 -0.24
O 3.99056 -29.22664 9.98484 -0.60
C 2.58839 -27.01153 11.53470 -0.64
C 3.00379 -29.10373 12.79199 -0.64
C 2.06401 -27.70965 8.38663 -0.64
H 1.54980 -31.16709 8.50195 0.24
H 2.98773 -30.28729 7.78709 0.23
H 1.51174 -29.96456 7.18733 0.22
H -0.25319 -28.66147 8.61157 0.21
H -0.01011 -30.10626 9.57460 0.24
H -1.08182 -28.54667 11.02462 0.23
H -0.10912 -27.15446 10.62109 0.19
H 0.62441 -29.76466 11.84835 0.24
H 0.52164 -28.34684 12.82205 0.22
H 2.01631 -26.44530 10.80367 0.22
H 2.38685 -26.55971 12.50385 0.23
H 3.64515 -26.81308 11.31215 0.20
H 4.09906 -29.04146 12.78786 0.24
H 2.68811 -28.58344 13.69510 0.23
H 2.87510 -30.17083 13.00758 0.23
H 1.51094 -26.88510 8.83788 0.22
H 1.76674 -27.68149 7.33894 0.23
H 3.11547 -27.40587 8.40109 0.19
H 4.22031 -28.31094 9.76396 0.48
C 7.20841 -28.93030 12.45235 -0.61
C 7.67310 -30.27408 13.08468 0.12
C 8.52193 -29.79524 14.26675 -0.39
C 8.75793 -30.90195 15.30461 -0.41
C 7.44011 -31.52062 15.75790 -0.39
C 6.55003 -31.98801 14.58626 0.12
N 6.51034 -30.99205 13.53146 -0.20
O 5.53316 -31.22580 12.56351 -0.59
C 7.14572 -33.31414 14.06080 -0.64
C 5.17064 -32.23427 15.18067 -0.61
C 8.58494 -30.99170 12.04991 -0.64
H 6.43124 -28.52347 13.10574 0.21
H 6.74081 -29.11681 11.48353 0.21
H 7.99500 -28.17851 12.41687 0.21
H 9.48570 -29.42080 13.91720 0.21
H 8.04702 -28.96589 14.79795 0.20
H 9.43722 -30.55020 16.08677 0.21
H 9.40876 -31.68780 14.89752 0.19
H 6.95446 -30.90197 16.51630 0.21
H 7.70727 -32.41890 16.32351 0.21
H 8.17458 -33.21634 13.72103 0.21
H 7.09521 -34.03713 14.87990 0.21
H 6.53182 -33.76101 13.27447 0.22
H 4.75943 -31.29302 15.54458 0.21
H 4.50003 -32.65893 14.42790 0.23
H 5.16271 -32.99800 15.95969 0.21
H 9.41280 -31.39886 12.63041 0.20
H 8.90925 -30.27477 11.29932 0.22
H 8.05496 -31.79820 11.54084 0.21
H 5.96452 -31.79922 11.90528 0.48
```

Properties
**Energy above the lowest of the compared OMol25 structures with the same formula, charge and spin**: 0.00 kcal per mole
**HOMO-LUMO gap**: 0.207 hartree
**<S²>**: 3.756
**HOMO level**: -7.83 eV
**Multiplicity**: 4
**LUMO**: -2.20 eV



This record from the Open Molecules 2025 dataset describes a structure of composition C20H38CuN2O3Si. The level of theory is ωB97M-V/def2-TZVPD.

Geometry as XYZ:
```
65
Properties=species:S:1:pos:R:3:nbo_charge:R:1
Cu 0.01375 0.01286 0.04903 0.53
C -1.45225 0.45851 4.84992 -0.62
C 0.02557 0.67222 5.14108 -0.36
C 0.93926 -0.16886 4.22901 -0.28
C 2.40293 0.14723 4.59235 -0.37
C 3.39923 -0.61294 3.72978 -0.61
C 0.68036 -1.63334 4.50923 0.72
O 0.82144 -2.14046 5.60541 -0.63
N 0.27240 -2.36197 3.43988 -0.67
C 0.06551 -1.91905 2.11232 0.79
O -0.30146 -2.74158 1.29763 -0.64
N 0.29150 -0.62161 1.85535 -0.80
C 0.70363 0.27579 2.78106 0.70
O 0.89572 1.44396 2.49089 -0.64
H -2.05617 1.06543 5.52110 0.21
H -1.72798 -0.58448 4.98875 0.20
H -1.68501 0.74304 3.82664 0.22
H 0.24305 0.40936 6.17854 0.21
H 0.27821 1.72129 4.98187 0.22
H 2.55515 -0.10118 5.64479 0.21
H 2.55078 1.21941 4.45713 0.22
H 3.26410 -1.68699 3.83603 0.20
H 4.41578 -0.36390 4.02668 0.21
H 3.27397 -0.35221 2.68166 0.22
H 0.08803 -3.34929 3.58406 0.42
C -2.79974 1.81440 -1.16451 -0.61
C -2.26665 1.09515 -2.40623 -0.47
C -2.63811 1.93280 -3.62713 -0.61
C -3.05119 -0.21426 -2.48430 -0.61
Si -0.32467 0.70649 -2.08708 0.92
C 0.71874 2.37935 -2.44248 -0.47
C 0.07713 3.55393 -1.70486 -0.61
C 2.09610 2.20516 -1.79750 -0.62
C 0.92894 2.79901 -3.89497 -0.61
C 0.25786 -0.69134 -3.39973 -0.47
C -0.21120 -2.04802 -2.86793 -0.62
C -0.22433 -0.56312 -4.84261 -0.61
C 1.78407 -0.77102 -3.42832 -0.61
H -3.88608 1.91244 -1.22571 0.18
H -2.37388 2.80514 -1.05318 0.21
H -2.55887 1.25064 -0.26586 0.22
H -3.72432 2.04743 -3.67614 0.18
H -2.30572 1.46633 -4.54934 0.20
H -2.20258 2.92558 -3.57242 0.20
H -4.12370 -0.00775 -2.44278 0.18
H -2.80030 -0.86028 -1.64698 0.22
H -2.85341 -0.75249 -3.40658 0.20
H -0.10575 3.29404 -0.66577 0.22
H -0.86150 3.85850 -2.15915 0.19
H 0.75041 4.41413 -1.72247 0.18
H 1.99151 1.91848 -0.75366 0.22
H 2.64778 3.14672 -1.83745 0.18
H 2.68746 1.44352 -2.29402 0.20
H -0.01513 2.96164 -4.40591 0.20
H 1.48856 2.04984 -4.44634 0.20
H 1.49854 3.73156 -3.92786 0.18
H -1.29044 -2.14442 -2.89611 0.20
H 0.10232 -2.18941 -1.83661 0.23
H 0.21815 -2.85240 -3.46941 0.18
H -1.30662 -0.61935 -4.90413 0.20
H 0.18562 -1.38246 -5.43896 0.18
H 0.09341 0.37340 -5.29078 0.20
H 2.18139 -0.84176 -2.41891 0.21
H 2.22853 0.09228 -3.91546 0.19
H 2.09878 -1.66236 -3.97656 0.18
```

Properties
**Total charge**: -1
**HOMO-LUMO gap**: 0.274 hartree
**HOMO level**: -4.50 eV
**LUMO**: 2.97 eV



This record from the Open Molecules 2025 dataset describes a cluster of 4 separate species, C20H38F12INO10S2 in total at a distorted geometry. The level of theory is ωB97M-V/def2-TZVPD.

Geometry as XYZ:
```
84
Properties=species:S:1:pos:R:3:mulliken_charge:R:1
C 3.50835 2.19636 2.05173 -1.27
C 3.27205 3.11231 0.83358 0.06
O 3.17552 4.45976 1.35231 -0.64
C 1.93197 2.77455 0.12855 0.06
N 2.03549 2.64370 -1.31079 -0.35
C 2.55321 1.35467 -1.75941 -1.21
C 1.51794 0.51448 -2.50310 -0.51
O 0.66478 -0.02771 -1.48735 0.50
C -0.15551 -1.08409 -1.90908 -0.51
C 0.73287 -2.33653 -1.67614 -0.95
C 0.29604 -3.65972 -2.32579 -0.66
C 0.88796 -4.80621 -1.45411 -1.17
I 1.20830 -3.91792 -4.28049 0.06
O -0.38656 -1.00235 -3.32715 0.31
S -1.85905 -1.47664 -3.75616 1.55
O -2.67141 -0.45583 -4.31069 -0.69
O -1.87073 -2.58784 -4.60848 -0.64
O -2.32047 -1.81772 -2.26218 -0.48
C -1.54536 -1.07897 -1.24645 0.63
C -2.28808 0.25750 -1.20835 -1.28
C -1.54258 1.41001 -0.48406 0.24
C -2.44454 2.61595 -0.14543 0.67
F -3.35112 2.69065 -1.11003 -0.33
F -1.65425 3.68596 -0.17536 -0.31
C -3.10435 2.42946 1.23379 0.68
F -4.06208 1.53800 1.09228 -0.34
F -2.27784 1.91992 2.11636 -0.26
S -3.86592 3.97656 2.01889 1.44
F -3.82412 3.26913 3.43790 -0.33
F -5.32603 3.37980 1.83530 -0.32
F -4.03064 4.67811 0.62247 -0.30
F -2.45103 4.59763 2.26482 -0.28
F -4.50413 5.23759 2.69464 -0.29
C -1.76491 -2.00800 -0.03280 -1.74
C -1.57675 -1.38138 1.34685 0.99
O -2.28169 -2.23750 2.24497 -0.66
C -0.12480 -1.38313 1.84797 0.40
F 0.62201 -0.42888 1.34613 -0.10
F 0.43961 -2.56292 1.72587 -0.18
F -0.17948 -1.14929 3.16902 -0.41
H 3.97153 2.77922 2.84418 0.40
H 4.17616 1.36268 1.83384 0.38
H 2.55136 1.85499 2.44871 0.20
H 4.12571 3.13502 0.16202 0.48
H 2.43979 4.43827 1.97847 0.35
H 1.25568 3.60259 0.34429 0.36
H 1.52689 1.87589 0.61778 -0.17
H 1.16745 2.88073 -1.76907 0.37
H 3.49372 1.42017 -2.30954 0.42
H 2.78457 0.77354 -0.85772 0.30
H 2.07947 -0.24912 -3.04378 0.53
H 0.98235 1.14886 -3.20880 0.14
H 0.73442 -2.50720 -0.59876 0.05
H 1.76468 -2.16367 -1.96767 0.85
H -0.77602 -3.82416 -2.35015 0.55
H 0.21232 -5.00648 -0.61700 0.28
H 1.00102 -5.71792 -2.02660 0.52
H 1.84494 -4.45915 -1.06761 0.32
H -2.53262 0.61243 -2.20335 0.44
H -3.24491 0.09919 -0.70761 0.66
H -0.82738 1.81624 -1.19609 0.03
H -0.95274 1.08503 0.36543 -0.02
H -2.82070 -2.26465 -0.08875 0.46
H -1.22000 -2.94269 -0.12827 0.33
H -2.03621 -0.40177 1.43320 -0.22
H -2.61637 -1.68824 2.96436 0.48
C 0.18595 -0.26500 -6.32606 0.00
O 1.57889 -0.16005 -6.03377 -0.48
H -0.33868 -0.38808 -5.38495 -0.34
H -0.16920 0.64336 -6.81941 0.34
H -0.00871 -1.13260 -6.96041 0.28
H 2.04350 -0.05124 -6.86959 0.27
C 0.09556 -5.88355 3.55507 -0.50
O 1.30116 -5.47983 2.91495 -0.56
H 0.28233 -6.82417 4.06709 0.27
H -0.21806 -5.13367 4.28611 0.23
H -0.69891 -6.02895 2.81799 0.23
H 1.12123 -4.64830 2.46694 0.32
C 2.08226 2.59259 5.90682 -0.51
O 3.20912 1.93103 5.34204 -0.45
H 1.51757 3.05053 5.09777 0.15
H 1.44188 1.87764 6.42981 0.27
H 2.40503 3.37114 6.60251 0.29
H 3.70129 1.52983 6.06558 0.27
```

Properties
**Energy above the lowest of the compared OMol25 structures with the same formula, charge and spin**: 19.76 kcal per mole
**HOMO-LUMO gap**: 0.331 hartree
**HOMO level**: -8.90 eV
**SMILES**: C[C@H](O)CNCCO[C@]1(C[C@H](C)I)OS(=O)(=O)O[C@@]1(CCC(F)(F)C(F)(F)S(F)(F)(F)(F)F)C[C@@H](O)C(F)(F)F.CO.CO.CO
**LUMO**: 0.10 eV



This record from the Open Molecules 2025 dataset describes a structure of composition C20H38N3O3Si2Y. The level of theory is ωB97M-V/def2-TZVPD.

Geometry as XYZ:
```
67
Properties=species:S:1:pos:R:3:nbo_charge:R:1
Y 0.64492 -0.09943 -0.97783 2.18
C 5.21944 -1.45576 1.92929 -0.43
N 4.61328 -1.23636 0.61069 -0.34
C 5.45403 -1.53486 -0.55376 -0.42
C 3.39058 -0.78758 0.46540 0.68
O 2.84195 -0.60789 -0.65311 -0.77
C 2.55270 -0.49707 1.70879 -0.15
O 1.41475 0.27156 1.31544 -0.57
C 1.29512 1.59285 1.84545 -0.15
C 0.99842 2.55290 0.69870 0.69
O 0.93351 2.08072 -0.46814 -0.78
N 0.79875 3.81875 0.96799 -0.34
C 0.42031 4.76258 -0.08915 -0.42
C 0.77499 4.35107 2.33262 -0.42
H 6.03603 -2.16178 1.80877 0.25
H 4.50708 -1.89032 2.62700 0.22
H 5.62354 -0.52735 2.33357 0.23
H 5.65865 -2.60405 -0.58691 0.23
H 6.39354 -0.99391 -0.45507 0.23
H 4.94752 -1.22808 -1.46090 0.24
H 3.12186 0.02355 2.47725 0.23
H 2.19580 -1.44045 2.13044 0.25
H 2.21877 1.88377 2.34793 0.23
H 0.47723 1.60878 2.56927 0.25
H 0.53130 4.29507 -1.06004 0.24
H 1.06526 5.63634 -0.02503 0.23
H -0.61570 5.06822 0.05752 0.23
H 1.43502 3.79607 2.99301 0.21
H -0.24151 4.33138 2.72725 0.23
H 1.12131 5.38076 2.30299 0.24
C -2.08085 1.86829 -2.41300 -1.12
Si -2.03857 -0.00267 -2.41327 1.66
C -0.54307 -0.45632 -3.54061 -1.14
C -3.60326 -0.71852 -3.10390 -1.12
C -1.62054 -0.64573 -0.71104 -1.55
C -1.28426 -2.10421 -0.73983 0.28
C -2.19273 -3.16194 -0.64207 -0.27
C -1.73751 -4.46451 -0.65301 -0.10
C -0.37186 -4.72298 -0.77088 -0.26
C 0.48019 -3.65153 -0.87907 0.07
N 0.04154 -2.38154 -0.86518 -0.68
Si -2.59113 -0.12293 0.79771 1.71
C -4.41100 -0.53491 0.78086 -1.13
C -2.44124 1.74529 1.03657 -1.12
C -1.80025 -0.98426 2.27111 -1.12
H -2.24935 2.22690 -3.43139 0.26
H -1.15843 2.33433 -2.05271 0.23
H -2.89774 2.24137 -1.79340 0.26
H -0.84692 -0.12044 -4.53580 0.30
H -0.35947 -1.53089 -3.60858 0.27
H 0.43687 0.05294 -3.43941 0.19
H -3.84988 -0.31235 -4.08642 0.26
H -4.41708 -0.46543 -2.42103 0.26
H -3.56000 -1.80587 -3.18625 0.25
H -3.24838 -2.94157 -0.56444 0.24
H -2.43869 -5.28553 -0.57624 0.24
H 0.01427 -5.73142 -0.78692 0.25
H 1.54882 -3.79256 -0.99020 0.21
H -4.92508 -0.04164 -0.04741 0.24
H -4.88444 -0.19154 1.70420 0.26
H -4.60044 -1.60702 0.70621 0.24
H -3.29123 2.26664 0.59168 0.26
H -1.54100 2.16851 0.58475 0.20
H -2.44815 1.98973 2.10238 0.24
H -2.01761 -2.05477 2.26945 0.25
H -2.18802 -0.58102 3.20941 0.25
H -0.71195 -0.86936 2.27830 0.21
```

Properties
**Total charge**: +2
**Energy above the lowest of the compared OMol25 structures with the same formula, charge and spin**: 9.44 kcal per mole
**HOMO-LUMO gap**: 0.300 hartree
**HOMO level**: -13.43 eV
**LUMO**: -5.28 eV



| no. | E (eV) |
| --- | --- |
| 1 | -126755.023 |
| 2 | -83001.862 |
| 3 | -105697.789 |
| 4 | -48759.680 |